DFT (ωB97M-V with the def2-TZVPD basis set) results for a structure of composition C16H28F6N6O9PS2TeTl.

Positions of all 70 atoms, in Å:
Tl 0.74 0.55 0.25
C -0.44 0.98 -7.08
C -0.09 1.00 -5.61
O -0.86 -0.03 -4.96
P -0.53 -0.45 -3.46
S -1.44 -2.13 -3.04
S 1.38 -0.86 -3.16
O -0.91 0.78 -2.56
C -2.25 1.15 -2.15
C -3.05 1.73 -3.30
H 0.16 1.71 -7.61
H -1.49 1.21 -7.23
H -0.24 -0.01 -7.50
H -0.33 1.96 -5.15
H 0.98 0.81 -5.45
H -2.09 1.89 -1.37
H -2.73 0.27 -1.72
H -2.59 2.65 -3.65
H -4.06 1.96 -2.94
H -3.14 1.02 -4.13
N -0.61 -1.94 0.58
C -0.13 -2.43 1.87
C -0.98 -3.64 2.35
C -0.96 -4.12 3.81
C 0.39 -4.52 4.40
N 1.39 -4.91 3.42
C 2.44 -4.16 3.05
N 3.32 -4.67 2.18
N 2.63 -2.96 3.55
C -0.03 -1.27 2.89
O 0.38 -1.61 4.04
O -0.32 -0.12 2.51
H -1.57 -1.61 0.64
H -0.55 -2.64 -0.15
H 0.90 -2.73 1.70
H -0.73 -4.48 1.69
H -2.02 -3.40 2.12
H -1.64 -4.97 3.86
H -1.37 -3.34 4.45
H 0.27 -5.36 5.09
H 0.79 -3.69 4.97
H 1.26 -5.78 2.93
H 3.12 -5.54 1.72
H 3.93 -4.00 1.72
H 1.79 -2.41 3.86
H 3.35 -2.41 3.08
F -0.29 5.17 1.63
Te 0.04 4.26 0.03
F -1.59 5.04 -0.48
F -0.07 3.52 -1.71
F 0.76 5.82 -0.72
F -1.13 2.87 0.61
O 1.55 3.45 0.50
F 5.30 -4.61 -2.87
C 5.77 -3.54 -2.21
C 4.96 -2.54 -1.85
N 5.41 -1.42 -1.20
C 4.41 -0.61 -0.50
C 3.91 -1.32 0.77
O 4.72 -2.09 1.33
O 2.73 -1.07 1.11
C 6.73 -1.29 -0.83
O 7.18 -0.34 -0.24
N 7.54 -2.35 -1.24
C 7.19 -3.52 -1.89
O 7.99 -4.39 -2.14
H 3.90 -2.57 -2.07
H 3.58 -0.42 -1.18
H 4.88 0.34 -0.23
H 8.51 -2.26 -0.98

Total charge: -1
Spin multiplicity: 2
Molar mass in g/mol: 989.5
LUMO (spin up / spin down) in eV: 1.76 / -1.20
Energy relative to the best compared isomer or geometry (same formula, charge and spin) in kcal/mol: 28.9
HOMO energy (spin up / spin down) in eV: -6.13 / -6.13
Strongest force on any atom in hartree/bohr: 0.0119

***

DFT (ωB97M-V with the def2-TZVPD basis set) results for a structure of composition C23H25O4P2S4V at a distorted geometry.

Positions of all 59 atoms, in Å:
V 0.27 0.11 -0.67
C 3.39 -1.90 -5.42
C 3.07 -0.78 -4.45
O 1.68 -0.77 -4.11
P 1.09 -1.49 -2.79
S -0.81 -0.97 -2.67
S 2.32 -1.22 -1.25
O 1.20 -3.03 -3.32
C 0.67 -4.22 -2.75
C 0.90 -4.41 -1.27
H 4.44 -1.83 -5.71
H 2.77 -1.82 -6.32
H 3.21 -2.87 -4.96
H 3.26 0.19 -4.90
H 3.67 -0.86 -3.54
H 1.15 -5.02 -3.31
H -0.40 -4.24 -2.97
H 1.97 -4.39 -1.03
H 0.49 -5.37 -0.96
H 0.41 -3.63 -0.69
S 1.55 0.86 1.38
P 0.06 -0.28 2.03
S -0.91 -1.52 0.79
C 0.68 -1.35 3.41
C 0.64 -0.94 4.74
C 1.12 -1.76 5.75
C 1.65 -3.01 5.43
C 1.70 -3.42 4.11
C 1.22 -2.60 3.10
C -1.18 0.78 2.90
C -0.84 2.06 3.32
C -1.77 2.83 4.02
C -3.03 2.32 4.28
C -3.38 1.05 3.85
C -2.45 0.28 3.16
H 0.23 0.04 4.99
H 1.08 -1.43 6.78
H 2.02 -3.65 6.22
H 2.12 -4.39 3.86
H 1.25 -2.92 2.07
H 0.14 2.44 3.09
H -1.51 3.83 4.35
H -3.76 2.93 4.82
H -4.37 0.66 4.04
H -2.71 -0.71 2.80
O 0.46 1.79 -1.81
C -0.65 2.17 -1.36
O -1.20 1.52 -0.43
C -1.33 3.36 -1.95
C -0.91 3.87 -3.17
C -1.56 4.96 -3.73
C -2.62 5.55 -3.06
C -3.04 5.05 -1.84
C -2.40 3.95 -1.28
H -0.08 3.39 -3.67
H -1.24 5.35 -4.69
H -3.13 6.41 -3.50
H -3.87 5.52 -1.32
H -2.72 3.53 -0.34

Total charge: -1
Spin multiplicity: 2
Molar mass in g/mol: 606.6
LUMO (spin up / spin down) in eV: 2.74 / 2.74
Energy relative to the best compared isomer or geometry (same formula, charge and spin) in kcal/mol: 0.0
HOMO energy (spin up / spin down) in eV: -3.27 / -2.66
Strongest force on any atom in hartree/bohr: 0.0315

***

DFT (ωB97M-V with the def2-TZVPD basis set) results for a structure of composition C47H68N6O2P2SiTl.

Positions of all 127 atoms, in Å:
Tl 0.10 -1.35 0.57
C -4.15 -0.42 -1.13
Si -2.49 0.23 -0.35
C -2.11 1.41 -1.86
C -2.91 2.52 -2.14
C -2.76 3.26 -3.30
C -1.81 2.89 -4.24
C -0.98 1.82 -3.98
C -1.10 1.10 -2.79
P 0.13 -0.18 -2.34
C 0.11 -1.23 -3.89
C -1.33 -1.75 -4.08
C -1.35 -3.07 -4.88
C -0.18 -3.11 -5.86
C 1.15 -3.18 -5.08
C 1.05 -2.42 -3.75
C 1.68 0.89 -2.51
C 2.41 0.88 -3.85
C 3.57 1.87 -3.82
C 4.56 1.51 -2.71
C 3.85 1.52 -1.36
C 2.66 0.56 -1.38
C -3.17 1.56 0.91
C -4.52 1.94 0.91
C -5.05 2.81 1.86
C -4.24 3.29 2.87
C -2.90 2.92 2.91
C -2.35 2.09 1.93
P -0.56 1.68 1.90
C -0.16 1.55 3.73
C 1.35 1.34 3.94
C 1.69 -0.14 4.13
C 1.03 -0.69 5.40
C -0.37 -0.10 5.62
C -0.97 0.38 4.30
C 0.25 3.32 1.46
C 0.06 4.51 2.41
C 0.30 5.85 1.68
C 1.31 5.69 0.55
C 0.73 4.78 -0.54
C -0.20 3.71 0.05
H -4.71 0.36 -1.66
H -4.81 -0.87 -0.38
H -3.92 -1.20 -1.87
H -3.68 2.81 -1.42
H -3.39 4.13 -3.48
H -1.71 3.45 -5.17
H -0.25 1.53 -4.72
H 0.41 -0.63 -4.75
H -1.94 -1.00 -4.58
H -1.78 -1.92 -3.09
H -2.30 -3.17 -5.41
H -1.26 -3.92 -4.20
H -0.20 -2.22 -6.49
H -0.26 -3.98 -6.52
H 1.95 -2.75 -5.69
H 1.41 -4.22 -4.89
H 2.04 -2.11 -3.41
H 0.64 -3.08 -2.98
H 1.31 1.91 -2.34
H 1.74 1.15 -4.67
H 2.80 -0.13 -4.06
H 3.18 2.88 -3.64
H 4.07 1.89 -4.80
H 5.39 2.21 -2.70
H 4.97 0.51 -2.90
H 3.49 2.53 -1.15
H 4.55 1.22 -0.59
H 2.14 0.62 -0.42
H 3.02 -0.47 -1.48
H -5.18 1.54 0.15
H -6.09 3.10 1.81
H -4.64 3.95 3.63
H -2.30 3.26 3.75
H -0.46 2.47 4.24
H 1.69 1.89 4.82
H 1.91 1.72 3.08
H 2.78 -0.27 4.18
H 1.35 -0.70 3.26
H 1.66 -0.48 6.27
H 0.97 -1.78 5.31
H -0.32 0.76 6.30
H -1.02 -0.85 6.09
H -2.01 0.68 4.44
H -0.97 -0.45 3.58
H 1.32 3.07 1.41
H 0.75 4.41 3.25
H -0.95 4.51 2.81
H 0.64 6.60 2.40
H -0.64 6.22 1.26
H 2.23 5.25 0.95
H 1.57 6.66 0.13
H 1.55 4.30 -1.09
H 0.17 5.38 -1.27
H -0.21 2.83 -0.60
H -1.23 4.07 0.09
C -3.31 -2.28 2.44
N -2.76 -3.13 3.47
C -3.69 -3.60 4.47
C -1.47 -3.52 3.47
O -0.62 -3.23 2.64
H -4.07 -2.82 1.87
H -2.53 -1.96 1.76
H -3.77 -1.39 2.89
H -4.45 -4.24 4.01
H -4.19 -2.76 4.95
H -3.16 -4.17 5.23
H -1.23 -4.16 4.34
N 1.08 -4.14 -0.81
C 1.27 -5.34 -1.37
C 0.02 -5.85 -1.66
C -0.87 -4.85 -1.22
N -0.21 -3.82 -0.71
H 1.81 -3.47 -0.46
H 2.25 -5.75 -1.52
H -0.22 -6.79 -2.12
H -1.95 -4.85 -1.24
N 3.23 -4.35 1.61
C 3.67 -3.10 1.24
O 2.96 -2.44 0.44
C 4.94 -2.71 1.75
C 5.64 -3.57 2.61
N 6.21 -4.30 3.31
C 5.57 -1.50 1.41
N 6.15 -0.53 1.17
H 3.70 -4.80 2.39
H 2.24 -4.50 1.56

Total charge: -1
Molar mass in g/mol: 1043.5
LUMO in eV: 2.07
HOMO energy in eV: -3.96
Strongest force on any atom in hartree/bohr: 0.0188

***

DFT (ωB97M-V with the def2-TZVPD basis set) results for a structure of composition C47H68N6O4P3Pb.

Positions of all 129 atoms, in Å:
Pb -0.53 -0.19 -0.99
O -0.02 -0.62 1.19
P 0.46 -1.87 1.95
C -0.07 -3.35 1.06
P -1.72 -3.19 0.30
O -1.67 -2.05 -0.72
C -2.91 -2.89 1.59
C -3.83 -1.85 1.48
C -4.79 -1.69 2.47
C -4.83 -2.56 3.55
C -3.92 -3.61 3.64
C -2.96 -3.78 2.66
C -2.06 -4.73 -0.52
C -3.17 -4.76 -1.37
C -3.53 -5.94 -1.99
C -2.80 -7.10 -1.76
C -1.70 -7.08 -0.91
C -1.33 -5.89 -0.29
C 2.25 -1.90 2.08
C 3.06 -2.82 1.42
C 4.44 -2.72 1.52
C 5.01 -1.70 2.27
C 4.20 -0.78 2.93
C 2.82 -0.89 2.85
C -0.22 -1.89 3.59
C 0.32 -2.76 4.55
C -0.24 -2.81 5.81
C -1.32 -1.99 6.12
C -1.86 -1.13 5.17
C -1.31 -1.08 3.90
H -0.03 -4.21 1.73
H 0.61 -3.55 0.22
H -3.81 -1.19 0.63
H -5.52 -0.89 2.39
H -5.59 -2.44 4.31
H -3.97 -4.30 4.48
H -2.27 -4.61 2.73
H -3.75 -3.86 -1.54
H -4.39 -5.97 -2.64
H -3.08 -8.02 -2.24
H -1.13 -7.98 -0.73
H -0.47 -5.90 0.37
H 2.64 -3.63 0.83
H 5.07 -3.45 1.02
H 6.09 -1.64 2.36
H 4.65 -0.01 3.54
H 2.20 -0.18 3.38
H 1.17 -3.38 4.32
H 0.17 -3.47 6.56
H -1.75 -2.02 7.12
H -2.70 -0.50 5.42
H -1.74 -0.45 3.14
O -0.01 -1.45 -2.69
C -0.43 -0.81 -3.72
O -1.06 0.25 -3.66
C -0.17 -1.45 -5.09
N -0.62 -0.45 -6.13
C 0.62 0.06 -6.87
C 1.77 -0.36 -5.96
C 1.30 -1.70 -5.41
H -0.80 -2.34 -5.16
H -1.10 0.30 -5.62
H -1.29 -0.86 -6.78
H 0.50 1.12 -7.04
H 0.64 -0.46 -7.82
H 1.90 0.37 -5.15
H 2.70 -0.42 -6.52
H 1.84 -2.03 -4.52
H 1.38 -2.49 -6.16
C 0.35 4.52 -1.59
C -1.13 4.30 -1.23
C -1.71 5.65 -0.77
C -1.85 3.90 -2.53
P -1.29 2.97 0.10
N -1.03 1.69 -0.86
C -2.99 2.91 0.82
C -3.22 1.54 1.47
C -3.30 4.00 1.86
C -4.03 3.01 -0.32
C 0.00 3.19 1.44
C -0.30 2.31 2.67
C 1.38 2.74 0.93
C 0.10 4.65 1.93
H 0.38 5.21 -2.43
H 0.83 3.59 -1.89
H 0.92 4.98 -0.79
H -1.52 6.38 -1.56
H -1.25 6.04 0.14
H -2.79 5.62 -0.62
H -1.52 4.59 -3.31
H -2.93 4.00 -2.46
H -1.61 2.88 -2.84
H -2.60 1.37 2.34
H -3.06 0.73 0.75
H -4.26 1.49 1.79
H -2.73 3.88 2.77
H -4.36 3.93 2.12
H -3.13 5.01 1.48
H -3.82 2.30 -1.12
H -4.10 4.01 -0.74
H -5.00 2.77 0.10
H -0.40 1.26 2.40
H -1.19 2.63 3.21
H 0.54 2.41 3.35
H 1.34 1.71 0.58
H 2.07 2.78 1.78
H 1.78 3.37 0.15
H -0.85 5.04 2.29
H 0.49 5.32 1.18
H 0.80 4.67 2.78
C 5.91 2.52 -2.28
C 5.95 1.71 -0.99
C 5.19 2.40 0.14
C 5.47 0.27 -1.20
N 4.02 0.20 -1.45
C 3.02 0.00 -0.60
N 1.90 0.07 -1.28
N 2.24 0.31 -2.56
N 3.50 0.39 -2.67
H 6.24 3.54 -2.10
H 4.90 2.57 -2.69
H 6.57 2.09 -3.04
H 6.99 1.60 -0.68
H 4.15 2.59 -0.13
H 5.64 3.36 0.37
H 5.20 1.80 1.06
H 5.64 -0.33 -0.30
H 5.95 -0.23 -2.04
H 3.14 -0.17 0.46

Total charge: +3
Molar mass in g/mol: 1081.2
LUMO in eV: -8.49
Energy relative to the best compared isomer or geometry (same formula, charge and spin) in kcal/mol: 6.9
HOMO energy in eV: -15.84
Strongest force on any atom in hartree/bohr: 0.0166

***

DFT (ωB97M-V with the def2-TZVPD basis set) results for a cluster of 2 separate species, C3H10NOS in total at a distorted geometry.

Positions of all 16 atoms, in Å:
C -2.12 -1.28 -0.03
S -2.80 -0.09 -1.22
C -1.25 0.79 -1.59
H -1.27 -0.84 0.48
H -2.92 -1.61 0.63
H -1.67 -2.10 -0.61
H -0.59 0.04 -2.04
H -0.75 1.01 -0.64
H -1.47 1.67 -2.17
N 2.50 -0.53 0.95
C 2.08 0.91 1.20
O 1.06 1.31 0.45
H 2.41 -0.59 -0.06
H 1.76 -1.10 1.33
H 3.02 1.50 1.00
H 1.98 0.90 2.31

Total charge: -1
Molar mass in g/mol: 108.2
LUMO in eV: 3.27
Energy relative to the best compared isomer or geometry (same formula, charge and spin) in kcal/mol: 40.9
HOMO energy in eV: -2.87
Strongest force on any atom in hartree/bohr: 0.0269

***

DFT (ωB97M-V with the def2-TZVPD basis set) results for a cluster of 3 separate species, C12H14F17NO5S in total at a distorted geometry.

Positions of all 50 atoms, in Å:
F 2.70 -2.95 -0.33
C 3.55 -2.07 0.22
F 4.49 -2.79 0.87
C 2.85 -1.11 1.19
F 2.34 -1.79 2.24
F 3.82 -0.30 1.71
C 1.76 -0.18 0.61
O 0.39 -0.58 0.80
C -0.21 -1.43 -0.14
F 0.59 -1.61 -1.20
F -1.30 -0.77 -0.60
C -0.67 -2.75 0.49
F 0.36 -3.44 1.00
F -1.25 -3.54 -0.44
H 4.05 -1.52 -0.58
H 1.84 0.75 1.18
H 1.97 0.11 -0.42
H -1.39 -2.56 1.29
F -6.34 -2.22 1.45
C -5.01 -2.11 1.57
F -4.75 -2.07 2.90
C -4.45 -0.86 0.89
F -4.93 0.26 1.46
F -3.10 -0.85 1.12
C -4.63 -0.76 -0.65
O -5.70 0.06 -1.14
C -6.98 -0.50 -1.30
F -6.94 -1.83 -1.11
F -7.30 -0.32 -2.60
C -8.03 0.20 -0.43
F -7.73 0.08 0.88
F -9.24 -0.36 -0.61
H -4.54 -3.02 1.17
H -3.73 -0.25 -1.01
H -4.61 -1.74 -1.13
H -8.09 1.26 -0.67
O 3.25 4.27 0.33
S 4.05 3.93 -0.87
O 3.78 2.51 -1.23
F 3.48 4.88 -2.09
N 5.71 4.21 -0.70
C 6.35 3.26 0.23
C 6.98 2.04 -0.60
O 6.64 2.19 -1.99
H 5.91 5.19 -0.47
H 5.63 2.88 1.01
H 7.22 3.75 0.73
H 6.59 1.07 -0.20
H 8.10 2.12 -0.53
H 6.53 1.29 -2.32

Molar mass in g/mol: 607.3
LUMO in eV: 0.07
HOMO energy in eV: -10.72
Strongest force on any atom in hartree/bohr: 0.1056

***

The highest molar mass belongs to which entry? C47H68N6O4P3Pb